32
Properties=species:S:1:pos:R:3:mulliken_charge:R:1 method="wB97M-V/def2-TZVPD" homo_energy_ev=-10.7 homo_lumo_gap_ev=11.32 e_above_lowest_kcal_mol=0.0 lumo_ev=0.64 smiles="CC(C)S(=O)(=O)CCS(=O)(=O)C(C)C"
C 0.595 0.887 4.712 -1.460
C 0.302 -0.071 3.560 0.357
C 1.456 -1.094 3.397 -1.451
S 0.047 0.938 2.087 1.414
O -1.192 1.704 2.238 -0.729
O 1.184 1.842 1.794 -0.715
C -0.197 -0.222 0.736 -1.068
C -0.433 0.469 -0.616 -1.097
S -0.520 -0.823 -1.905 1.340
O -1.716 -1.687 -1.611 -0.723
O 0.694 -1.625 -1.933 -0.682
C -0.823 0.067 -3.461 0.365
C -1.293 -0.928 -4.535 -1.437
C 0.430 0.829 -3.853 -1.424
H 0.740 0.331 5.647 0.409
H -0.242 1.601 4.855 0.371
H 1.461 1.527 4.504 0.368
H -0.632 -0.605 3.683 0.362
H 1.584 -1.647 4.292 0.474
H 2.405 -0.569 3.211 0.331
H 1.208 -1.801 2.601 0.366
H -1.054 -0.859 0.973 0.482
H 0.720 -0.841 0.665 0.501
H 0.370 1.154 -0.822 0.583
H -1.353 1.066 -0.606 0.459
H -1.647 0.775 -3.273 0.362
H -1.705 -0.376 -5.430 0.387
H -0.452 -1.557 -4.849 0.340
H -2.111 -1.545 -4.173 0.399
H 0.324 1.212 -4.878 0.417
H 1.306 0.180 -3.852 0.345
H 0.543 1.666 -3.158 0.354

=====

28
Properties=species:S:1:pos:R:3:mulliken_charge:R:1 method="wB97M-V/def2-TZVPD" homo_energy_ev="-5.6 / -9.1" homo_lumo_gap_ev="6.40 / 6.50" e_above_lowest_kcal_mol=62.5 lumo_ev="0.83 / -2.63" multiplicity=3
C 2.441 1.746 -1.024 -1.091
C 1.204 1.328 -1.146 -0.164
C -1.782 1.812 0.024 -1.619
C -2.425 -0.520 -0.546 -1.690
C -1.544 0.036 1.668 -1.858
C 2.358 -1.183 1.402 -0.726
C 0.673 -2.135 -1.427 -1.445
C -1.385 0.258 0.246 1.715
O 1.304 -0.247 1.177 -0.312
Si 0.446 -0.098 -0.181 0.631
H 2.817 2.798 -1.478 0.206
H 3.228 1.413 -0.497 0.447
H 0.526 1.879 -1.741 0.416
H -2.753 2.303 0.271 0.318
H -0.999 2.332 0.596 0.476
H -1.449 2.015 -0.979 0.348
H -2.596 -0.253 -1.618 0.273
H -3.337 -0.334 -0.007 0.500
H -1.960 -1.541 -0.541 0.384
H -0.962 -0.794 1.967 0.422
H -1.317 0.923 2.336 0.329
H -2.552 -0.215 1.914 0.455
H 3.399 -0.806 1.581 0.231
H 2.382 -1.724 0.489 0.345
H 2.100 -1.853 2.293 0.215
H 1.585 -2.004 -1.879 0.458
H 0.694 -2.944 -0.674 0.369
H -0.095 -2.194 -2.225 0.368

=====

35
Properties=species:S:1:pos:R:3:mulliken_charge:R:1 method="wB97M-V/def2-TZVPD" homo_energy_ev=5.5 homo_lumo_gap_ev=2.13 e_above_lowest_kcal_mol=0.0 lumo_ev=7.60 charge=-4
Ag 0.681 -0.502 -0.144 0.577
C -1.772 -1.065 -2.485 -0.759
C -2.387 -1.513 -1.157 -0.377
O -1.596 -1.302 -0.107 -0.669
H -2.299 -1.343 -3.412 0.455
H -0.711 -1.336 -2.504 -0.032
H -1.702 0.037 -2.472 0.157
H -2.701 -2.606 -1.268 0.219
H -3.400 -1.021 -1.005 0.140
O 4.226 -0.574 -4.207 -1.002
C 3.230 -1.455 -3.896 -0.580
C 2.665 -1.522 -2.447 -0.472
O 2.265 -0.371 -1.840 -0.603
H 3.597 -2.513 -4.088 0.264
H 2.332 -1.253 -4.550 0.059
H 3.420 -2.067 -1.805 0.293
H 1.834 -2.288 -2.459 0.182
O 0.807 -0.916 5.256 -0.969
C 1.920 -0.808 4.492 -0.467
C 1.899 -0.113 3.077 -0.988
O 0.870 -0.215 2.192 -0.042
H 2.334 -1.843 4.273 0.066
H 2.730 -0.252 5.058 0.252
H 2.877 -0.413 2.593 0.197
H 2.137 0.998 3.267 0.219
C -3.439 3.317 0.708 -0.961
S -2.593 2.370 2.003 0.417
O -3.235 1.050 2.077 -0.557
C -1.063 2.264 1.087 -0.320
H -4.506 3.429 0.895 0.323
H -3.320 2.790 -0.247 0.263
H -2.943 4.280 0.552 0.322
H -0.234 1.901 1.706 0.061
H -0.817 3.244 0.654 0.356
H -1.106 1.613 0.204 -0.026

=====

39
Properties=species:S:1:pos:R:3:mulliken_charge:R:1 method="wB97M-V/def2-TZVPD" homo_energy_ev=-4.5 homo_lumo_gap_ev=6.81 lumo_ev=2.30 charge=-1
C -3.197 3.780 -0.198 -1.231
C -3.709 2.526 -0.883 -0.486
C -2.755 1.331 -0.724 -0.296
N -1.887 1.145 -1.889 -0.641
Nb 0.008 0.447 -1.685 -0.435
Cl 0.656 2.187 -0.099 -0.494
C 2.091 -0.602 -1.608 -1.023
C 2.969 -0.108 -0.607 0.797
O 3.062 -0.398 0.544 -0.465
Cl 4.143 1.163 -1.225 -0.296
B -0.417 -1.268 -0.106 1.676
O 0.032 -0.955 1.167 -0.526
N -1.093 -2.605 -0.291 -0.232
C -0.110 -3.651 -0.071 -1.208
C -2.155 -2.740 0.700 -0.970
H -2.345 4.193 -0.723 0.269
H -2.893 3.549 0.816 0.331
H -3.976 4.531 -0.123 0.392
H -4.660 2.262 -0.429 0.324
H -3.836 2.714 -1.942 0.286
H -3.363 0.442 -0.591 0.139
H -2.139 1.520 0.146 0.388
H -2.413 0.728 -2.647 0.185
H 0.774 1.303 -3.148 -0.027
H -0.363 -0.814 -2.916 -0.101
H 2.503 -0.493 -2.598 0.546
H 1.963 -1.652 -1.372 0.068
H 0.904 -1.336 1.331 0.264
H 0.765 -3.491 -0.693 0.325
H 0.229 -3.707 0.969 0.318
H -0.531 -4.621 -0.323 0.342
H -2.831 -1.892 0.652 0.216
H -2.737 -3.634 0.493 0.337
H -1.779 -2.803 1.722 0.280
C 5.812 0.594 3.652 0.312
Cl 5.335 0.845 1.997 0.006
Cl 5.211 -0.970 4.223 -0.119
Cl 7.585 0.607 3.799 -0.132
Cl 5.150 1.873 4.682 -0.120

=====

38
Properties=species:S:1:pos:R:3:mulliken_charge:R:1 method="wB97M-V/def2-TZVPD" homo_energy_ev=-0.4 homo_lumo_gap_ev=3.03 e_above_lowest_kcal_mol=0.0 lumo_ev=2.65 charge=-2
Ba -0.691 -2.077 -0.101 1.287
O -1.742 -1.804 -4.097 -0.974
H -0.931 -1.932 -4.627 0.117
C 1.340 4.577 0.181 -0.072
O 0.481 5.547 -0.520 -0.216
O 0.932 3.350 -0.464 -0.900
C 2.880 4.976 0.093 0.759
F 3.091 5.723 -1.018 -0.277
F 3.240 5.663 1.136 -0.284
F 3.808 3.990 0.118 -0.298
C 0.352 6.888 0.048 -0.151
C -0.630 7.526 -0.966 -1.236
H -0.207 7.687 -1.958 0.307
H -1.516 6.893 -1.017 0.279
H -0.953 8.484 -0.558 0.408
H 1.270 7.461 0.177 0.291
H -0.217 6.874 0.978 0.234
H 1.155 4.443 1.247 0.163
O -4.281 -4.650 -0.067 -0.764
C -4.162 -6.061 0.153 -0.351
C -3.267 -6.978 -0.766 -0.370
O -1.883 -6.645 -1.078 -0.791
H -5.158 -6.489 0.037 0.180
H -3.950 -6.087 1.222 0.199
H -3.608 -7.243 -1.766 0.238
H -3.246 -7.982 -0.343 0.208
C -1.272 -2.297 5.028 -0.567
O -0.339 -1.529 4.286 -0.475
H -1.704 -3.171 4.542 0.257
H -0.694 -2.743 5.838 0.248
H -2.066 -1.715 5.495 0.249
H -0.311 -0.666 4.705 0.301
C 4.254 -3.542 -2.431 -0.531
O 3.073 -2.833 -2.685 -0.451
H 4.350 -3.830 -1.384 0.209
H 4.358 -4.401 -3.094 0.260
H 5.114 -2.980 -2.793 0.237
H 3.131 -2.426 -3.553 0.280

=====

32
Properties=species:S:1:pos:R:3:mulliken_charge:R:1 method="wB97M-V/def2-TZVPD" homo_energy_ev=-10.3 homo_lumo_gap_ev=3.40 lumo_ev=-6.91 charge=+1
C -3.131 -2.042 1.432 -1.379
C -2.068 -1.305 0.617 -0.374
P -1.043 -0.248 1.695 0.111
C -0.225 -1.349 2.905 -0.574
C 0.193 -2.719 2.394 -0.868
Ga 0.435 1.063 0.504 -0.061
Br 2.509 -0.295 -0.126 -0.002
I 1.354 2.787 2.153 -0.197
C -0.276 1.867 -1.168 -1.011
C 0.704 2.278 -2.278 0.561
C 1.100 1.064 -3.146 -1.134
C 1.918 3.073 -1.802 -1.305
H -3.735 -2.683 0.797 0.364
H -3.780 -1.316 1.914 0.397
H -2.693 -2.632 2.232 0.314
H -1.487 -1.994 0.002 0.368
H -2.577 -0.622 -0.062 0.378
H 0.646 -0.829 3.301 0.426
H -0.906 -1.466 3.747 0.366
H 0.903 -2.635 1.571 0.025
H 0.681 -3.277 3.191 0.394
H -0.648 -3.318 2.057 0.282
H -0.947 1.123 -1.599 0.549
H -0.874 2.722 -0.854 0.490
H 0.152 2.954 -2.932 0.329
H 2.183 0.936 -3.169 0.230
H 0.636 0.143 -2.794 0.227
H 0.799 1.216 -4.179 0.316
H 2.314 2.723 -0.851 0.178
H 1.691 4.132 -1.723 0.326
H 2.721 2.995 -2.535 0.389
Pb 3.451 -2.347 -1.296 0.884

=====

34
Properties=species:S:1:pos:R:3:mulliken_charge:R:1 method="wB97M-V/def2-TZVPD" homo_energy_ev="-16.5 / -16.5" homo_lumo_gap_ev="7.06 / 4.22" lumo_ev="-9.45 / -12.31" charge=+2 multiplicity=5
I 2.490 2.560 -1.344 0.705
I 1.419 -2.331 -0.998 0.124
Co 0.198 -0.086 -0.379 -0.144
P -0.605 0.051 -2.355 0.831
C 0.544 0.070 -3.773 -0.977
C -1.704 -1.425 -2.704 -1.005
H -2.459 1.530 -1.870 0.388
H -2.139 1.470 -3.688 0.423
H -1.026 2.425 -2.588 0.325
C -1.684 1.533 -2.672 -1.006
H -2.477 -1.423 -1.895 0.375
H -2.168 -1.324 -3.714 0.433
H -0.012 0.065 -4.743 0.428
H 1.206 -0.829 -3.718 0.351
H -1.057 -2.326 -2.639 0.332
H 1.183 0.987 -3.713 0.256
C 1.930 0.041 -0.805 0.503
O 3.170 0.222 -0.579 -0.385
Cl -2.099 -0.035 0.346 -0.384
C -0.780 1.298 3.349 -1.145
C 0.450 1.229 2.393 -0.306
O 0.541 0.087 1.570 -0.112
C 0.279 -1.329 2.468 -0.173
C 1.456 -1.576 3.414 -1.148
H -1.648 1.012 2.755 0.302
H -0.853 2.322 3.623 0.428
H -0.621 0.581 4.191 0.308
H 0.430 1.957 1.619 0.361
H 1.414 1.371 2.974 0.230
H -0.699 -1.059 2.980 0.432
H 0.200 -2.044 1.620 0.212
H 1.488 -0.836 4.173 0.338
H 1.234 -2.561 3.846 0.414
H 2.400 -1.626 2.855 0.286

=====

30
Properties=species:S:1:pos:R:3:mulliken_charge:R:1 method="wB97M-V/def2-TZVPD" homo_energy_ev=-12.5 homo_lumo_gap_ev=7.07 e_above_lowest_kcal_mol=177.4 lumo_ev=-5.40 charge=+1
C 3.032 -0.104 1.343 -1.471
C 2.610 -0.581 -1.138 -1.363
C 2.564 1.765 -0.151 -1.093
C -1.570 -1.142 1.419 -1.192
C -3.341 0.387 0.324 -1.220
C -2.261 -1.359 -1.107 -1.717
C 2.762 0.341 0.012 1.394
C -2.092 -0.408 0.110 0.992
N -1.493 1.544 -1.150 -0.504
N -0.954 0.401 -0.389 0.314
S -0.639 1.922 0.286 0.008
H 4.064 -0.118 1.462 0.475
H 2.664 0.410 2.212 0.432
H 2.930 -1.228 1.400 0.376
H 3.052 -1.483 -0.998 0.512
H 2.918 -0.329 -2.182 0.404
H 1.625 -0.889 -1.371 0.258
H 1.346 1.972 -0.190 -0.094
H 2.793 2.239 0.699 0.449
H 3.005 2.123 -0.968 0.467
H -0.568 -1.691 1.127 0.221
H -1.411 -0.368 2.312 0.279
H -2.351 -1.938 1.533 0.441
H -2.998 1.401 0.614 0.295
H -3.997 -0.059 1.180 0.337
H -4.088 0.459 -0.446 0.366
H -2.591 -0.703 -1.823 0.580
H -1.339 -1.821 -1.325 0.333
H -2.770 -2.232 -0.774 0.413
H -0.902 1.488 -2.020 0.310

=====

We obtain energy values of -1412.9170, -680.0931, -1312.1399, -3419.2004, -1167.5777, -5646.6556, -3245.5850, -823.4434 Eh for the records listed above, in that order.